{"formula": "C54H46GeN5O5Ti", "method": "the ωB97M-V functional and the def2-TZVPD basis", "symbols": ["Ti", "O", "C", "C", "C", "C", "C", "C", "C", "O", "N", "N", "C", "C", "C", "C", "C", "C", "C", "O", "H", "H", "H", "H", "H", "H", "H", "H", "H", "H", "C", "C", "C", "C", "C", "C", "N", "N", "C", "C", "C", "C", "C", "N", "H", "H", "H", "H", "H", "H", "H", "H", "H", "C", "Ge", "C", "C", "C", "C", "C", "C", "C", "C", "C", "C", "C", "C", "C", "C", "C", "C", "C", "C", "H", "H", "H", "H", "H", "H", "H", "H", "H", "H", "H", "H", "H", "H", "H", "H", "C", "C", "C", "C", "C", "C", "C", "C", "C", "C", "O", "O", "H", "H", "H", "H", "H", "H", "H", "H", "H", "H", "H"], "xyz": [[-0.02665, 0.39238, -0.13757], [0.54886, -0.32131, 5.22593], [0.61422, -1.59465, 4.82692], [1.02537, -2.56556, 5.74810], [1.04445, -3.90262, 5.40005], [0.65507, -4.31168, 4.12730], [0.28206, -3.34336, 3.21089], [0.27406, -1.98904, 3.51709], [-0.10365, -0.94580, 2.49639], [-0.49710, 0.16700, 2.97791], [-0.01971, -1.09038, 1.21112], [-1.69681, -0.98481, -0.59251], [-2.89406, -0.70569, -0.84895], [-3.42746, 0.64314, -1.15131], [-4.73816, 0.75755, -1.59994], [-5.28697, 1.97696, -1.96913], [-4.47994, 3.11077, -1.88740], [-3.17437, 3.02515, -1.43924], [-2.61945, 1.79308, -1.04665], [-1.39175, 1.75667, -0.59834], [0.11932, 0.15108, 4.43495], [1.30725, -2.23561, 6.74005], [1.36067, -4.63967, 6.13037], [0.65490, -5.35679, 3.84616], [-0.00919, -3.64938, 2.21594], [-3.66481, -1.49854, -0.90413], [-5.33010, -0.15141, -1.66481], [-6.30884, 2.04341, -2.32052], [-4.87439, 4.07779, -2.18318], [-2.53668, 3.89887, -1.38018], [3.98997, -3.58014, -0.07743], [2.66060, -3.54234, -0.04751], [1.95061, -2.41030, 0.64874], [2.77264, -1.13049, 0.54085], [4.22947, -1.27848, 0.71112], [4.79393, -2.45781, 0.43900], [2.20108, 0.01299, 0.37716], [2.99582, 1.12406, 0.51153], [2.25514, 2.22051, 0.67709], [2.95371, 3.44876, 0.90320], [2.25586, 4.57886, 1.19043], [0.84825, 4.53444, 1.25203], [0.24195, 3.34012, 0.96156], [0.89931, 2.20429, 0.65281], [4.50069, -4.43173, -0.51372], [2.08564, -4.36456, -0.44360], [1.99263, -2.66868, 1.71955], [4.80774, -0.40043, 0.95147], [5.87086, -2.57029, 0.50921], [4.03364, 3.42134, 0.85693], [2.78557, 5.50873, 1.37311], [0.24824, 5.39949, 1.49468], [-0.83496, 3.24628, 0.94658], [0.49394, -2.10143, 0.28371], [-1.14485, -3.13259, -0.36675], [-0.46524, -5.08678, -0.14044], [0.29032, -5.72234, -1.13419], [0.79554, -7.00736, -0.98152], [0.55544, -7.71508, 0.18988], [-0.19799, -7.12212, 1.19170], [-0.70157, -5.83496, 1.01703], [-2.72419, -3.38078, 0.79980], [-3.58536, -4.45403, 0.56790], [-4.71783, -4.66310, 1.34666], [-5.00491, -3.80549, 2.39864], [-4.16348, -2.72980, 2.64704], [-3.04793, -2.51491, 1.84676], [-1.49656, -3.29008, -2.30464], [-2.05112, -4.45327, -2.84284], [-2.31421, -4.57015, -4.20319], [-1.98814, -3.53046, -5.06471], [-1.41677, -2.37309, -4.55503], [-1.19373, -2.25002, -3.18807], [0.63716, -1.58596, -0.69843], [0.49436, -5.19921, -2.06454], [1.37858, -7.45740, -1.77784], [0.94727, -8.71783, 0.31667], [-0.40170, -7.66162, 2.11026], [-1.30317, -5.41419, 1.81629], [-3.37102, -5.15708, -0.22964], [-5.37200, -5.50120, 1.13306], [-5.88175, -3.96863, 3.01482], [-4.37728, -2.04255, 3.45661], [-2.44643, -1.63526, 2.02482], [-2.26905, -5.30172, -2.20349], [-2.75955, -5.47993, -4.58994], [-2.17722, -3.62490, -6.12832], [-1.14300, -1.54802, -5.20114], [-0.78490, -1.31628, -2.82187], [6.93191, -0.05182, -2.26196], [5.45102, 0.05896, -2.51403], [4.82398, 1.29864, -2.52536], [3.45552, 1.42495, -2.72972], [2.79181, 2.77412, -2.74019], [2.70032, 0.27247, -2.93028], [3.30436, -0.98402, -2.94050], [2.47959, -2.22061, -3.18140], [4.67653, -1.07274, -2.72994], [1.20748, 0.37726, -3.13728], [0.76995, 0.48853, -4.27972], [0.50295, 0.28128, -2.07597], [7.25092, 0.65148, -1.49018], [7.51709, 0.16250, -3.16105], [7.19962, -1.05621, -1.92955], [5.40952, 2.19369, -2.33391], [3.46444, 3.54435, -2.36287], [1.89540, 2.77983, -2.11996], [2.47977, 3.04092, -3.75334], [1.57922, -2.23423, -2.56317], [3.04790, -3.12512, -2.96054], [2.13749, -2.25658, -4.21847], [5.14137, -2.05459, -2.69894]], "atomic_forces_ev_per_a": [[-0.9, 0.4, -0.7], [-0.1, 0.2, -0.2], [0.0, -0.2, 0.0], [0.0, 0.1, -0.1], [0.0, -0.1, -0.1], [0.0, 0.1, 0.1], [0.0, -0.2, -0.1], [-0.1, 0.0, -0.2], [0.3, -0.1, 0.9], [0.0, 0.0, 0.0], [0.1, -0.4, 0.0], [0.2, -0.1, -0.1], [-0.1, 0.4, -0.1], [0.0, -0.3, 0.0], [-0.1, 0.0, 0.0], [0.1, 0.0, 0.1], [0.0, 0.1, 0.0], [-0.1, 0.0, 0.0], [0.3, -0.1, 0.1], [-0.1, 0.0, 0.3], [0.0, 0.0, 0.1], [0.0, 0.0, 0.0], [0.0, 0.0, 0.0], [0.0, 0.0, 0.0], [0.0, 0.0, 0.0], [0.0, 0.0, 0.0], [0.0, 0.0, 0.0], [0.0, 0.0, 0.0], [0.0, 0.0, 0.0], [0.0, 0.0, 0.0], [0.5, 0.3, 0.1], [-0.2, 0.1, 0.1], [0.2, -0.1, -0.1], [0.5, 0.0, 0.1], [-0.6, 0.1, 0.0], [0.0, -0.5, -0.2], [0.0, 0.2, 0.2], [-0.3, 0.0, -0.1], [0.6, -0.2, 0.0], [-0.1, 0.0, 0.0], [0.1, 0.1, 0.0], [0.0, -0.1, 0.0], [0.0, -0.1, 0.0], [0.0, 0.5, 0.0], [0.0, 0.0, 0.0], [-0.1, 0.0, 0.0], [0.0, 0.0, -0.1], [0.0, 0.1, 0.1], [0.0, 0.0, 0.0], [0.0, 0.0, 0.0], [0.0, 0.0, 0.0], [0.0, 0.0, 0.0], [0.0, 0.0, 0.0], [0.1, 0.3, 0.3], [0.1, -0.1, 0.1], [0.0, -0.2, 0.0], [0.0, 0.0, 0.0], [0.0, 0.0, 0.0], [0.0, 0.0, 0.0], [0.0, 0.1, -0.1], [0.1, 0.0, 0.0], [-0.2, 0.0, 0.2], [0.0, 0.0, 0.0], [0.0, 0.0, 0.0], [0.0, 0.0, 0.0], [0.0, 0.0, 0.0], [0.0, 0.0, -0.1], [0.1, 0.0, -0.3], [0.0, 0.0, -0.1], [0.0, 0.1, 0.0], [0.0, 0.0, 0.0], [0.0, 0.0, 0.1], [0.0, 0.0, 0.0], [-0.2, 0.1, 0.2], [0.0, 0.0, 0.0], [0.0, 0.0, 0.0], [0.0, 0.0, 0.0], [0.0, 0.0, 0.0], [0.0, 0.0, 0.0], [0.0, 0.0, 0.0], [0.0, 0.0, 0.0], [0.0, 0.0, 0.0], [0.0, 0.0, 0.0], [0.1, 0.0, 0.0], [0.0, 0.0, 0.0], [0.0, 0.0, 0.0], [0.0, 0.0, 0.0], [0.0, 0.0, 0.0], [0.0, 0.0, 0.0], [0.0, 0.0, 0.0], [-0.1, 0.0, 0.0], [0.0, 0.0, 0.0], [0.0, -0.1, 0.0], [0.0, 0.0, 0.0], [0.1, 0.0, -0.1], [0.0, 0.0, 0.1], [0.0, 0.0, 0.0], [0.0, 0.0, 0.0], [0.2, -0.2, -0.2], [0.0, 0.0, 0.2], [-0.1, 0.1, -0.3], [0.0, 0.0, 0.0], [0.0, 0.0, 0.0], [0.0, 0.0, 0.0], [0.0, 0.0, 0.0], [0.0, 0.0, 0.0], [0.0, 0.0, 0.1], [0.0, 0.0, 0.0], [0.0, 0.0, 0.0], [0.0, 0.0, 0.0], [0.0, 0.0, 0.0], [0.0, 0.0, 0.0]], "mulliken_spin": [0.844, 0.001, 0.001, -0.001, 0.002, -0.001, 0.003, -0.006, 0.030, 0.004, 0.027, -0.017, 0.014, 0.011, 0.003, -0.002, 0.003, -0.003, 0.003, 0.014, 0.001, 0.000, 0.000, 0.000, 0.001, -0.001, 0.000, 0.000, 0.000, 0.000, -0.007, 0.017, 0.030, 0.029, -0.016, 0.019, -0.024, -0.001, 0.031, -0.008, 0.008, -0.008, 0.033, -0.023, -0.001, 0.001, 0.006, 0.001, 0.001, 0.000, 0.001, 0.000, -0.002, -0.053, 0.001, -0.001, 0.000, 0.000, 0.000, 0.000, 0.000, -0.001, 0.001, 0.000, 0.000, 0.001, 0.001, 0.001, 0.001, 0.000, 0.000, 0.000, -0.005, 0.020, 0.000, 0.000, 0.000, 0.000, 0.000, 0.000, 0.000, 0.000, 0.000, -0.001, 0.000, 0.000, 0.000, 0.000, 0.003, 0.000, -0.001, 0.000, -0.002, 0.004, 0.018, -0.002, 0.002, -0.002, -0.020, 0.003, 0.009, 0.000, 0.000, 0.000, 0.000, 0.000, 0.003, 0.000, 0.000, 0.000, 0.000, 0.000], "gap_ha": [0.2115, 0.2300], "energy_ha": -5661.93301, "lumo_energy_ha": [0.157, 0.157], "multiplicity": 2, "de_lowest_kcal_mol": 30.61, "total_charge": -2}